2 unconnected molecules or ions with the total composition C4H14N, computed with ωB97M-V with the def2-TZVPD basis set.

XYZ file:
```
19
C4H14N | the Open Molecules 2025 dataset | ωB97M-V with the def2-TZVPD basis set
C -3.8295 -1.4402 0.0885
C -3.6072 -2.7258 0.8648
H -4.0612 -1.4389 -1.0368
H -3.0973 -0.7372 0.4600
H -4.7222 -0.9824 0.6072
H -2.7855 -3.3293 0.3689
H -3.0876 -2.2523 1.9066
H -4.5064 -3.2549 1.2366
C 3.5320 1.1161 0.2904
C 2.6571 2.1023 -0.2928
N 1.7042 1.4689 -1.1989
H 3.7257 1.1789 1.3812
H 3.4140 0.1132 -0.1496
H 4.7180 1.2174 0.0314
H 1.9395 2.4726 0.4844
H 3.2292 2.8229 -0.8342
H 2.4806 0.9460 -1.5994
H 1.1325 1.9963 -1.8499
H 1.1641 0.7267 -0.7582
```

Output
* charge: +1
* LUMO: -0.144 hartree
* frontier orbital gap: 0.3482 hartree
* relative energy (zero: lowest compared OMol25 entry of this formula, charge and spin): 272.79 kJ/mol